(1)
The following is a DFT calculation (the ωB97M-V functional and the def2-TZVPD basis) of a structure of composition C5H8O2.

## Properties
Molecular weight (u): 100.1
LUMO (alpha / beta) (Ha): 0.00353 / 0.00352
F_max (Eh/bohr): 0.0187
ΔE to the lowest compared entry with this formula, charge and spin (kcal per mole): 135.51

ORCA input file:
```
! wB97M-V def2-TZVPD RIJCOSX def2/J DEFGRID3
* xyz 0 1
O -0.730 0.162 -1.127
C 0.233 0.125 0.073
C 0.023 -1.116 0.875
C 0.333 -2.392 0.111
O 0.596 -2.449 -1.070
C -0.056 1.491 0.573
C 0.023 1.917 -0.855
H -0.186 -0.178 -1.854
H 0.630 -1.097 1.796
H -1.030 -1.235 1.222
H 0.256 -3.328 0.717
H 0.739 1.933 1.189
H -1.042 1.713 1.025
H -0.797 2.433 -1.364
H 1.008 2.021 -1.311
*
```

(2)
The following is a DFT calculation (the ωB97M-V functional and the def2-TZVPD basis) of a structure of composition C5H8O2 in a non-equilibrium geometry.

## Properties
Molecular weight (u): 100.1
LUMO (Ha): 0.00778
F_max (Eh/bohr): 0.0727
ΔE to the lowest compared entry with this formula, charge and spin (kcal per mole): 134.95

ORCA input file:
```
! wB97M-V def2-TZVPD RIJCOSX def2/J DEFGRID3
* xyz 0 1
C -1.666 -0.159 -0.318
C -0.662 0.770 0.198
O -0.189 0.801 1.538
C 1.148 0.547 1.099
C 1.224 -0.887 0.646
C 0.758 0.187 -0.311
O 0.982 0.287 -1.617
H -1.077 -0.526 -1.598
H -1.825 -1.061 0.282
H -2.534 0.221 -0.835
H -0.758 1.792 -0.188
H 1.933 1.138 1.554
H 2.229 -1.252 0.430
H 0.565 -1.616 1.116
H -0.128 -0.242 -1.996
*
```

(3)
The following is a DFT calculation (the ωB97M-V functional and the def2-TZVPD basis) of a structure of composition C5H8O2 in a non-equilibrium geometry.

## Properties
Molecular weight (u): 100.1
LUMO (Ha): 0.01990
F_max (Eh/bohr): 0.0263
ΔE to the lowest compared entry with this formula, charge and spin (kcal per mole): 109.89

ORCA input file:
```
! wB97M-V def2-TZVPD RIJCOSX def2/J DEFGRID3
* xyz 0 1
C -0.538 -1.631 0.688
C -0.639 -0.538 -0.347
O -1.403 -0.846 -1.477
C -0.883 0.762 0.149
O 1.002 2.166 0.085
C 0.731 -0.031 -0.737
C 1.488 1.024 -0.562
H -1.552 -1.868 1.018
H 0.063 -1.314 1.548
H -0.070 -2.506 0.237
H -0.761 -1.133 -2.139
H -0.856 0.990 1.216
H -1.337 1.518 -0.482
H 1.309 2.152 0.997
H 2.499 1.164 -0.941
*
```